A structure of composition C50H41F6N6OS3Zr, computed with ωB97M-V/def2-TZVPD.

Calculated values
Relative energy (zero: lowest compared OMol25 entry of this formula, charge and spin) (kJ/mol): 41.28
Charge: +3
F_max (hartree/bohr): 0.0266
E (Ha): -4173.70518
HOMO energy (eV): -16.24
Spin multiplicity: 1

Structure (XYZ):
```
108
Properties=species:S:1:pos:R:3:forces:R:3:mulliken_charge:R:1
Zr 1.030891 -1.914069 -1.135381 -0.341 0.449 1.248 0.490
N -0.762531 -0.917835 -1.269994 0.106 0.231 -0.433 0.539
S -1.539705 0.341062 -1.346567 -0.163 -0.135 0.095 1.073
N -1.849688 1.027157 0.090950 0.008 0.006 0.065 -0.169
S -0.923190 2.071401 0.769565 -0.021 0.039 -0.015 1.334
N 0.609162 1.825754 0.845816 0.039 -0.067 -0.085 0.120
S 1.317507 0.463596 1.345137 0.060 -0.034 -0.009 1.415
N 1.546215 -0.604206 0.348223 0.137 -0.066 -0.244 0.177
C 0.409262 -0.156772 2.729972 -0.143 -0.018 0.117 0.529
C 0.583512 0.393423 3.994831 -0.059 -0.111 -0.025 -0.597
C -0.166324 -0.110040 5.046994 0.030 0.043 0.014 -0.936
C -1.074539 -1.136812 4.831923 0.024 0.013 -0.085 -0.932
C -1.248457 -1.664679 3.558915 0.012 0.009 -0.017 -0.858
C -0.506038 -1.177402 2.494735 -0.001 0.022 0.053 0.168
C 2.809354 1.110594 2.003585 0.158 0.080 0.057 0.194
C 3.016071 2.475216 2.172707 0.201 -0.187 0.101 0.033
C 4.218274 2.899604 2.725113 -0.124 -0.021 -0.047 -0.947
C 5.175428 1.972871 3.106079 -0.003 -0.018 -0.008 -0.642
C 4.948858 0.611764 2.938396 -0.012 -0.016 0.003 -0.802
C 3.762770 0.167785 2.382214 0.007 0.109 -0.003 -0.713
C -1.641718 2.292382 2.362103 -0.011 0.086 0.009 0.750
C -2.715325 1.530607 2.791407 0.006 0.073 0.116 -0.265
C -3.262839 1.815762 4.036255 0.049 -0.061 -0.076 -0.970
C -2.736597 2.833258 4.815257 0.045 0.027 -0.017 -0.688
C -1.650406 3.580287 4.368462 -0.007 -0.043 -0.008 -0.801
C -1.092553 3.316298 3.131998 -0.114 -0.045 0.046 -0.981
C -1.032193 3.655462 0.010616 -0.130 0.049 0.074 0.895
C -2.320101 4.182764 -0.072623 0.124 0.115 -0.075 -1.131
C -2.477513 5.444362 -0.614388 0.043 -0.025 -0.002 -0.770
C -1.364477 6.154500 -1.056362 -0.046 -0.026 0.027 -0.675
C -0.094803 5.606945 -0.969806 0.025 -0.090 0.022 -0.922
C 0.088093 4.339316 -0.430530 -0.040 0.062 -0.040 -0.162
C -3.171175 0.076788 -1.947853 -0.145 -0.164 0.178 0.077
C -4.248790 0.060006 -1.069604 -0.095 0.027 -0.318 -0.405
C -5.498307 -0.287427 -1.565639 0.056 0.029 0.022 -0.863
C -5.653306 -0.608095 -2.905825 0.007 0.005 0.014 -0.648
C -4.562620 -0.595105 -3.766501 0.059 0.012 0.003 -0.854
C -3.305383 -0.263111 -3.290755 -0.050 -0.022 0.022 -0.431
C -0.857358 1.584305 -2.398851 0.110 0.056 -0.095 0.716
C 0.515258 1.585779 -2.605406 0.179 -0.109 0.100 -0.001
C 1.070905 2.571959 -3.406331 -0.023 -0.016 -0.009 -1.290
C 0.258923 3.537317 -3.984875 -0.020 -0.064 0.038 -0.856
C -1.112209 3.533090 -3.755727 -0.015 -0.016 -0.016 -1.043
C -1.684473 2.555092 -2.960602 0.139 0.002 0.017 -0.650
H 1.301398 1.182061 4.167056 0.053 0.057 -0.012 0.570
H -0.029705 0.292189 6.040672 0.007 0.024 0.027 0.545
H -1.645605 -1.528591 5.660302 -0.044 -0.029 0.060 0.465
H -1.962957 -2.459412 3.395380 -0.027 -0.028 -0.011 0.580
H -0.652163 -1.574117 1.497120 0.043 0.032 -0.003 0.080
H 2.265231 3.186966 1.881144 -0.125 0.106 -0.067 0.327
H 4.403309 3.955664 2.857656 -0.001 0.037 0.003 0.498
H 6.105411 2.311468 3.538204 0.057 0.013 0.025 0.451
H 5.701045 -0.100345 3.244286 0.026 -0.042 0.011 0.473
H 3.579302 -0.889622 2.249463 -0.047 -0.043 -0.026 0.536
H -3.112190 0.740520 2.176125 -0.037 -0.064 -0.081 0.511
H -4.106893 1.243069 4.391503 -0.042 -0.033 0.012 0.530
H -3.177829 3.055028 5.775820 -0.026 0.015 0.058 0.476
H -1.250896 4.376267 4.978895 0.024 0.043 0.032 0.523
H -0.264083 3.909426 2.771437 0.068 0.036 -0.069 0.355
H -3.177742 3.629726 0.283355 -0.057 -0.069 0.050 0.439
H -3.462916 5.880379 -0.683959 -0.053 0.023 0.001 0.515
H -1.492569 7.145804 -1.465402 -0.010 0.061 -0.031 0.480
H 0.760725 6.166298 -1.318286 0.055 0.024 -0.018 0.539
H 1.069606 3.895021 -0.369292 0.045 -0.023 0.045 0.560
H -4.125208 0.329995 -0.036247 0.040 0.031 0.153 0.405
H -6.353480 -0.296050 -0.905908 -0.032 0.001 0.038 0.511
H -6.631414 -0.865725 -3.285000 -0.047 -0.016 -0.023 0.457
H -4.693590 -0.841280 -4.809795 0.005 -0.015 -0.051 0.486
H -2.453323 -0.257635 -3.957605 0.058 0.010 -0.008 0.563
H 1.161871 0.830230 -2.161639 -0.203 0.185 -0.086 0.467
H 2.136630 2.575463 -3.588933 0.024 0.010 0.007 0.632
H 0.693055 4.292068 -4.624559 0.022 0.050 -0.025 0.501
H -1.740557 4.284674 -4.211492 -0.027 0.029 -0.014 0.576
H -2.750388 2.549304 -2.790105 -0.091 -0.032 0.016 0.654
C 4.479450 -4.177575 0.735944 -0.089 0.046 -0.024 -1.158
C 3.882196 -5.327467 1.230509 0.002 0.001 -0.019 -0.755
C 2.498636 -5.438334 1.210038 0.065 0.206 0.119 -0.978
C 1.759886 -4.381128 0.706323 -0.190 -0.183 -0.088 0.323
N 2.338478 -3.288862 0.186810 0.078 -0.314 -0.007 0.803
C 3.672495 -3.184310 0.210881 0.042 0.034 -0.013 -0.536
C 0.274732 -4.410365 0.634374 0.373 -0.060 0.154 1.288
C -0.474806 -5.133223 1.544858 -0.143 -0.115 -0.247 -1.282
C -1.850343 -5.190144 1.373704 0.031 0.067 -0.036 -0.639
C -2.425077 -4.498609 0.317338 0.016 0.009 -0.020 -1.034
C -1.615759 -3.737522 -0.504072 -0.021 0.049 -0.155 -0.119
N -0.282584 -3.680801 -0.353016 -0.023 -0.039 0.272 0.495
H 5.551919 -4.057856 0.729041 0.049 -0.003 0.009 0.564
H 4.487271 -6.135735 1.618292 0.005 -0.012 -0.005 0.477
H 2.008554 -6.331635 1.567657 0.005 -0.013 0.014 0.567
H 4.093359 -2.280881 -0.219503 -0.021 -0.049 0.025 0.666
H 0.009236 -5.656522 2.355767 0.000 -0.013 0.015 0.531
H -2.462198 -5.767925 2.051996 -0.028 -0.022 0.027 0.510
H -3.488576 -4.531758 0.132449 -0.023 -0.009 0.009 0.508
H -2.028385 -3.143876 -1.311905 0.024 -0.044 0.087 0.540
C 3.143595 -1.482671 -4.861385 0.126 0.011 0.154 -1.845
C 2.268874 -2.106054 -3.787784 0.212 0.374 -0.122 0.956
O 2.300873 -1.404578 -2.555840 -0.227 -0.484 -0.787 -0.499
C 2.714043 -3.541837 -3.471854 -0.177 -0.159 -0.378 0.714
F 2.539000 -4.382320 -4.475429 0.080 0.087 0.038 -0.236
F 3.960192 -3.591930 -3.047520 0.297 0.074 -0.060 -0.258
F 1.946625 -4.005903 -2.425477 -0.134 -0.135 0.355 -0.158
C 0.799077 -2.095828 -4.260857 -0.153 0.195 -0.294 0.668
F 0.343188 -0.837326 -4.286619 0.030 -0.247 -0.059 -0.167
F 0.546667 -2.657138 -5.420539 0.220 -0.060 0.123 -0.261
F 0.029233 -2.759016 -3.314518 -0.106 0.235 0.097 -0.169
H 4.170410 -1.431058 -4.504438 -0.012 -0.008 -0.005 0.430
H 2.797311 -0.474844 -5.078879 -0.031 0.014 0.019 0.402
H 3.110487 -2.074768 -5.774171 0.009 -0.019 -0.024 0.441
```
Positions in Å, forces in eV/Å.